8
Properties=species:S:1:pos:R:3:forces:R:3 method="wB97M-V/def2-TZVPD" relative_energy_kcal_mol=37.5 multiplicity=1 lumo_ev=-1.12 max_force_ev_per_a=3.82
Br 1.499023 1.537306 0.539333 0.893 0.728 0.125
Br 1.574887 -1.997605 0.317281 -0.934 1.769 -0.044
C -0.670181 0.154263 -0.550043 -1.691 1.747 1.057
C 0.337452 0.143893 0.565693 -0.219 -3.405 1.711
H -1.138486 1.226708 -0.723090 1.364 -2.035 0.239
H -1.525367 -0.484361 -0.364674 -0.047 -0.266 0.488
H -0.227573 -0.266609 -1.405495 0.691 0.068 -1.394
H 0.150246 -0.313595 1.620995 -0.057 1.395 -2.182

=====

32
Properties=species:S:1:pos:R:3:forces:R:3 method="wB97M-V/def2-TZVPD" charge=-1 multiplicity=6 lumo_ev="3.28 / 3.27" max_force_ev_per_a=1.71
Fe 0.000000 0.000000 0.000000 1.026 -0.491 -0.416
S 2.045828 -0.991665 -0.889941 0.921 0.804 0.895
N -0.598511 -1.815570 -0.155885 -1.506 -0.345 -0.724
C -0.101375 2.269451 0.746345 -0.011 -0.088 -0.164
C 5.444361 1.040871 -0.014023 -0.428 -0.361 0.269
C -0.783623 -0.272045 -1.944518 -0.189 -0.478 -0.569
C -1.983899 0.945549 0.848042 -0.019 0.326 0.165
C -1.152005 0.607140 1.951454 -0.093 0.352 -0.011
C -2.609135 -2.020192 -1.566333 0.132 0.091 -0.157
C 0.013855 1.427796 1.888017 -0.025 -0.178 0.008
C -1.404439 -1.456196 -1.264425 -0.217 -0.706 0.549
C 5.650500 0.742051 1.336093 -0.223 -0.099 -0.081
C 4.317979 0.543481 -0.674280 0.652 0.225 0.658
C 3.393941 -0.251560 0.014937 -0.375 -0.468 -0.816
C 4.727148 -0.051471 2.026527 -0.147 0.144 -0.649
C 3.599112 -0.551731 1.365951 0.768 0.501 0.195
C -1.330393 1.964314 0.094797 -0.198 0.147 0.499
H 6.164548 1.642937 -0.553112 0.039 0.046 -0.006
H 2.902382 -1.188234 1.896219 -0.074 0.001 -0.119
H -1.360447 -0.158432 2.701423 0.111 0.293 -0.343
H -2.921718 0.455921 0.576755 0.423 0.163 0.084
H -3.161284 -1.706146 -2.456575 0.205 -0.129 0.304
H -1.474389 0.344348 -2.533657 0.150 -0.169 0.263
H 4.178391 0.754848 -1.727437 -0.146 -0.065 0.067
H 0.122659 -0.549050 -2.513508 -0.575 0.203 0.229
H -0.933646 -2.619696 0.379335 0.011 0.413 -0.287
H 0.643202 2.989944 0.402966 -0.275 -0.288 0.154
H 6.530485 1.116365 1.842569 0.029 0.021 0.046
H 4.895395 -0.292194 3.067868 0.002 -0.004 0.070
H 0.858348 1.394509 2.578668 -0.306 0.031 -0.272
H -3.016852 -2.845199 -0.969363 0.148 0.346 -0.181
H -1.707381 2.425702 -0.817914 0.192 -0.242 0.339

=====

10
Properties=species:S:1:pos:R:3:forces:R:3 method="wB97M-V/def2-TZVPD" relative_energy_kcal_mol=119.5 multiplicity=1 lumo_ev="-1.31 / -1.31" max_force_ev_per_a=6.32
S -0.119674 -2.311401 1.518909 0.608 1.601 -3.711
O 0.773344 -2.901068 0.157389 -1.741 -0.765 1.772
O 0.869418 -0.556679 0.712346 -1.149 1.005 1.075
N -0.184159 0.117752 0.184182 1.412 -1.375 1.125
N -1.457482 -1.832687 1.112099 0.243 -4.842 4.048
C -0.164535 1.369104 0.051493 0.005 1.108 -0.320
H 1.612468 -2.581877 0.476309 1.315 0.116 -0.501
H 0.546466 2.173292 0.299321 0.385 -1.041 0.043
H -1.498075 -1.005674 0.658113 -0.419 3.762 -3.320
H -1.054334 1.713819 -0.422885 -0.660 0.432 -0.211

=====

23
Properties=species:S:1:pos:R:3:forces:R:3 method="wB97M-V/def2-TZVPD" relative_energy_kcal_mol=135.5 multiplicity=1 lumo_ev=0.98 max_force_ev_per_a=6.19
C -2.129078 -0.008523 -0.019090 -2.060 -0.729 0.087
C -0.967305 -0.666080 0.015748 -3.460 0.452 -0.829
C 3.433109 -0.163882 0.801706 -2.653 0.370 2.249
C 1.196413 -0.848869 -0.333201 5.663 -2.406 -0.654
C -3.307799 -0.897642 -0.015614 -1.168 -1.893 2.206
C 3.233896 0.909041 -0.289049 0.344 3.200 0.150
C 0.235648 -0.064855 -0.155923 -0.419 4.918 0.162
C -2.605008 1.449706 0.085335 2.976 0.213 -2.292
C 2.613539 -0.375525 -0.443524 -0.111 -3.453 -0.788
H 0.983582 -1.947056 -0.310822 0.806 0.954 -0.018
H -1.751369 2.081991 -0.283862 -0.626 -0.093 0.861
H -2.891008 1.708948 1.077315 -0.194 0.199 0.756
H 4.240824 1.198996 -0.840120 -2.699 -0.489 0.792
H -3.384993 1.736933 -0.638294 -0.102 -0.724 0.380
H 3.160105 -1.043243 -1.059133 0.447 -0.561 -0.901
H -4.049966 -0.788694 -0.916046 1.937 -1.349 0.820
H -4.026968 -0.434473 0.676647 0.184 -0.432 0.638
H 2.650480 -0.036908 1.763976 2.823 -0.504 -2.412
H -0.884878 -1.751748 -0.171123 -0.905 0.541 0.624
H 4.322992 -0.846693 0.817926 -0.771 1.367 0.546
H -2.821302 -1.985615 0.668469 -2.463 2.739 -2.979
H 2.371395 1.740824 -0.157950 2.779 -1.501 0.167
H 0.377682 1.033359 -0.273379 -0.326 -0.819 0.435

=====

80
Properties=species:S:1:pos:R:3:forces:R:3 method="wB97M-V/def2-TZVPD" smiles="O=C1C=CC(=O)C=C1.O=C1C=CC(=O)C=C1.O=C1C=CC(=O)C=C1.O=C1C=CC(=O)C=C1.O=C1C=CC(=O)C=C1.O=C1C=CC(=O)C=C1.ClCCCl" multiplicity=1 lumo_ev=-1.81 max_force_ev_per_a=3.78
Cl -1.106616 0.070540 0.138295 -0.077 -0.142 0.295
Cl 1.086272 2.469929 0.726381 0.457 0.221 0.863
O -8.053551 -2.046199 1.643227 -0.804 -0.504 0.426
O -2.704464 -4.041285 -2.559475 -0.036 -0.116 -0.772
O 5.478750 -1.328302 2.951465 1.873 0.101 0.928
O -3.018826 -4.703979 2.692443 0.267 0.804 -0.275
O 1.228728 -3.389938 0.822993 1.243 1.136 0.794
O 3.886687 1.365749 -2.732072 -0.058 0.158 0.459
O -1.592897 4.679882 2.362205 -0.586 0.890 -0.674
O 5.119105 -0.828288 -4.483633 -1.435 0.441 -0.971
O 0.970951 2.101180 -4.305667 -0.445 0.532 -0.013
O -4.706033 1.386708 -0.441508 1.220 1.727 -0.683
O 5.015562 4.946538 1.068295 0.071 -0.718 -0.377
O -1.649547 0.078945 4.907745 0.694 0.643 -0.677
C -5.464551 -0.801411 -0.457729 -3.005 -1.823 1.091
C 0.683535 1.857860 -0.880547 -1.063 0.543 0.923
C 3.202866 -3.858326 1.960671 0.152 1.737 1.201
C -2.721677 -3.016820 -0.441560 -0.677 0.129 0.836
C -7.297254 -1.239523 1.174094 0.604 0.277 -0.305
C 2.417950 -1.420464 1.383221 0.832 -0.313 -0.287
C -5.321961 0.556329 0.142313 -0.774 -2.114 0.702
C 4.104556 1.068384 -5.554617 -1.391 -0.565 0.797
C -2.514397 1.348178 3.182890 -1.799 -0.065 0.299
C 1.785657 1.318707 -4.729211 1.036 0.687 -0.524
C 5.293213 2.674686 0.312632 0.254 0.433 0.734
C 3.783319 3.574273 -1.962189 -1.405 0.724 -1.520
C -1.587319 3.557013 2.776123 1.166 -1.174 0.993
C -2.673717 2.559557 2.624311 0.840 -1.069 0.673
C 5.126438 1.837847 -0.703629 -1.702 0.165 -1.320
C -0.775111 1.455557 -0.899420 0.764 0.344 -1.002
C -6.547241 -1.581488 -0.053590 2.688 2.624 -0.398
C -2.837205 -3.128530 0.889640 0.751 -0.649 -0.497
C 2.768474 -0.868029 -4.448082 0.280 0.309 -0.059
C 3.519538 -0.902182 1.920434 -1.378 -1.280 -0.064
C -7.052360 0.062627 1.838912 0.490 0.180 -0.503
C -1.452694 1.001941 4.127484 0.279 0.014 0.850
C 4.824058 4.102968 0.213454 -0.259 -0.051 0.067
C -3.154667 -5.628910 0.634956 0.015 -2.043 -2.389
C -0.303825 1.944472 4.204075 0.580 0.459 0.443
C 4.074353 -0.312401 -4.878025 1.594 0.977 0.390
C 4.267643 -3.334432 2.589291 -0.068 -0.080 -1.095
C 4.027281 4.451657 -1.009685 0.095 0.850 0.970
C -2.967029 -4.487437 1.489823 -0.459 0.588 1.623
C 2.220730 -2.889447 1.381684 -2.010 -1.902 -1.405
C 4.214413 2.202752 -1.923251 2.046 -0.927 1.833
C -6.073791 0.860282 1.396819 -0.566 0.508 -0.347
C 3.001625 1.840168 -5.558006 -0.064 -1.631 1.162
C -3.060824 -5.505351 -0.722054 -0.231 0.352 1.138
C 4.480578 -1.835769 2.533119 -0.172 -0.191 -0.012
C -2.817776 -4.179075 -1.372065 0.106 0.256 1.760
C -0.359577 3.131681 3.593350 -0.990 0.349 -0.859
C 1.709077 -0.102020 -4.275705 -0.030 1.113 -0.899
H -5.910656 1.891595 1.714405 -0.074 -0.345 0.371
H 3.706726 0.153573 1.951994 0.363 0.233 -0.019
H -6.905291 -2.450634 -0.535628 0.094 -0.951 -0.511
H -1.342450 2.339859 -0.619427 -0.468 -0.336 0.058
H 5.056148 1.512960 -5.755242 0.569 -0.228 -0.471
H 0.521798 1.709441 4.873005 -0.111 -0.222 -0.185
H 0.357174 3.975603 3.563338 -0.103 -0.960 0.491
H 2.811168 -1.849065 -4.077796 0.059 -1.287 0.366
H 5.083208 -3.966054 2.961610 -0.364 0.535 0.241
H 5.381577 0.797950 -0.694843 0.396 -0.398 0.171
H 1.339239 1.054620 -1.055614 0.803 -0.944 -0.602
H -0.972031 1.138761 -1.925499 -0.398 0.179 0.108
H 2.900828 -4.895045 2.000688 0.167 -0.048 -0.361
H 1.757710 -0.832812 0.781831 -0.743 0.155 0.045
H -2.710024 -2.275360 1.549874 -0.253 -0.148 0.021
H -2.685959 -2.026220 -0.846586 0.383 0.247 -0.531
H 0.839245 2.705384 -1.515420 0.106 0.115 -0.793
H 5.747523 2.363213 1.271334 -0.084 0.293 -0.699
H -3.589522 2.796544 2.146775 -0.554 0.473 -0.593
H -3.193468 -6.248421 -1.485573 -0.046 -0.765 0.225
H 0.765321 -0.344993 -3.789175 0.310 -0.293 -0.127
H -4.835495 -1.091345 -1.284816 0.018 0.203 -0.151
H 3.085005 2.889158 -5.838167 -0.522 -0.219 0.031
H -3.344657 -6.591913 1.211266 0.258 1.310 -1.125
H -3.340167 0.605458 3.309422 0.571 0.684 -0.772
H 3.147370 3.806538 -2.828586 0.262 0.112 0.360
H 3.613235 5.472259 -0.994561 0.309 -0.552 -0.196
H -7.760002 0.282141 2.620764 0.141 0.245 0.320

=====

75
Properties=species:S:1:pos:R:3:forces:R:3 method="wB97M-V/def2-TZVPD" multiplicity=1 lumo_ev=-0.02 max_force_ev_per_a=2.69
S -2.014038 -1.597391 -1.539178 0.059 -0.564 -1.797
O -3.221917 1.599697 1.064108 -0.061 -0.021 -0.012
O -3.367660 -1.436021 -0.506749 0.900 -0.244 -0.385
O 4.419369 -4.006086 -1.345743 -0.059 0.269 -0.056
O 5.188136 5.884068 2.008296 -0.115 -0.023 -0.030
O 0.878517 2.930661 0.019414 0.083 -0.251 -0.220
O 3.959087 0.165698 -4.740741 -0.148 -0.163 0.054
O -0.712339 1.397607 -2.191092 -0.318 0.091 -0.057
O 1.993624 2.779799 -3.056512 0.007 -0.297 0.124
O -1.461410 4.102226 5.597564 -0.044 0.110 -0.028
O -0.797636 -4.247806 1.991667 0.000 0.141 -0.569
O 5.233039 -2.341568 -3.830819 -0.298 0.025 -0.050
O 5.559393 8.806587 0.907535 0.034 0.072 0.101
O 1.663516 -5.157167 -0.920134 -0.094 -0.139 -0.094
O -6.808560 -0.445301 -2.207635 -0.298 0.377 -0.204
O -0.698181 -1.506260 -0.526770 -2.120 -1.220 -0.264
O 1.939304 0.113752 -1.708186 0.062 -0.034 0.103
O 0.852457 -3.546636 4.436841 0.024 -0.067 0.074
O -2.134289 -2.917456 -2.215766 0.368 1.845 1.929
O 3.647492 3.181683 1.112104 -0.053 -0.091 0.177
O -0.955374 2.583866 2.898226 -0.165 -0.103 -0.133
O -3.544964 1.018910 -4.196143 0.041 -0.060 0.084
N -0.033190 -1.250908 2.619026 -1.339 0.402 0.359
N -5.039280 -3.607830 0.547881 0.257 -0.147 -1.547
C -1.357502 -3.053631 1.371948 0.080 0.334 0.730
C -4.835699 -3.397196 -0.703978 0.164 1.159 0.721
C -1.356071 -1.933440 2.492916 -0.529 -0.430 -0.040
C -0.401311 -2.741008 0.162290 0.889 -1.269 1.703
C -4.556880 -1.917378 -1.180173 -0.809 -1.089 -0.190
H -0.326044 2.103128 -1.659605 -0.071 0.101 0.252
H -4.824833 -4.212385 -1.462380 -0.082 0.496 0.765
H 0.450026 2.837295 0.878653 -0.114 0.051 0.087
H 5.403518 9.529842 0.291763 -0.059 -0.099 -0.071
H 0.486249 -4.296061 4.915841 0.043 0.011 0.010
H -4.474738 -1.817203 -2.298759 -0.028 -0.139 1.122
H -0.984822 4.511527 6.326530 0.014 -0.111 0.028
H 1.228740 2.545117 -3.596541 0.002 0.003 0.003
H 3.795649 -3.571042 -0.752959 -0.073 -0.193 0.040
H 1.817685 3.039105 0.236389 0.133 0.145 0.184
H -4.160088 1.554483 1.273163 0.032 0.049 0.076
H 5.033302 6.611721 1.391554 0.048 0.006 -0.016
H -3.972562 0.926028 -3.339029 0.034 0.039 0.001
H -0.341017 -3.643239 -0.491276 -0.268 1.015 0.111
H 4.968190 -3.285766 -1.679698 0.110 -0.137 -0.067
H -1.520898 -4.841150 2.232885 0.163 0.241 -0.128
H -0.476522 0.592881 -1.714354 0.197 0.009 -0.200
H 4.300929 -0.719061 -4.546826 0.233 0.355 -0.075
H 3.880168 2.375958 1.585136 -0.013 -0.036 -0.090
H -7.322522 0.219286 -1.735191 -0.034 -0.055 -0.019
H 0.076391 -1.110953 3.628881 0.391 -0.066 -0.500
H 1.603599 0.366286 -0.840456 0.126 -0.031 0.037
H 2.117552 -5.390772 -1.737600 0.145 0.139 0.062
H 0.626326 -2.609604 0.603474 -1.086 0.044 -0.504
H -5.440338 -1.316723 -0.851514 1.175 -0.342 -0.185
H 0.733803 -3.781576 3.506030 -0.136 0.103 -0.009
H -6.932720 -0.218716 -3.136823 0.027 -0.075 0.002
H 6.033905 9.218507 1.636983 0.005 -0.043 -0.004
H 5.661816 6.293755 2.737443 -0.006 -0.072 0.020
H 1.654404 2.766444 -2.152268 -0.061 0.436 -0.017
H -0.182672 -0.307012 2.243184 0.396 -0.361 0.128
H 3.640636 0.487687 -3.890423 0.013 0.099 -0.060
H -3.122177 1.008506 0.308699 0.127 -0.072 -0.001
H -1.285903 2.545828 3.804210 0.234 0.140 0.071
H -2.406548 -3.305271 1.079653 0.844 0.468 -0.061
H 2.027632 0.955255 -2.181922 0.042 -0.177 -0.096
H 5.345576 -2.935624 -4.581461 0.084 -0.027 0.054
H 4.292639 -2.410239 -3.617536 0.052 -0.229 0.118
H -2.609837 1.129100 -3.979099 -0.023 0.015 0.055
H -2.211375 -1.209962 2.354595 0.818 -0.630 -0.115
H -1.722347 2.348061 2.358548 -0.059 -0.076 -0.128
H -4.982727 -2.716968 1.062419 -0.025 -0.259 -0.183
H 4.037042 3.888912 1.645249 0.011 0.211 -0.189
H -1.615187 4.827306 4.982191 0.013 -0.077 -0.066
H -1.556177 -2.473913 3.461499 0.122 0.452 -1.026
H 1.218646 -5.970251 -0.659450 -0.015 0.067 0.099